This record from the OMol25 dataset describes a structure of composition C44H42BrN11O3SSiV. The level of theory is ωB97M-V/def2-TZVPD.

CARTESIAN COORDINATES (ANGSTROEM)
V (0.842, -17.227, 10.118)
N (6.083, -13.573, 10.548)
C (4.931, -13.877, 9.918)
N (4.111, -14.764, 10.362)
C (4.295, -15.388, 11.547)
N (3.363, -16.131, 12.200)
N (2.127, -16.016, 11.685)
C (1.246, -15.223, 12.305)
C (0.041, -14.975, 11.637)
C (-1.050, -14.268, 12.214)
C (-2.104, -13.809, 11.405)
C (-2.053, -14.109, 10.063)
C (-1.082, -14.946, 9.589)
N (-0.021, -15.377, 10.313)
C (5.519, -15.139, 12.299)
C (5.803, -15.721, 13.552)
C (6.844, -15.173, 14.315)
C (7.475, -13.973, 13.929)
C (7.291, -13.478, 12.622)
C (6.355, -14.105, 11.821)
H (6.686, -12.785, 10.218)
H (4.674, -13.444, 9.027)
H (1.458, -14.924, 13.315)
H (-0.943, -13.985, 13.259)
H (-2.824, -13.099, 11.875)
H (-2.694, -13.470, 9.392)
H (-1.101, -15.336, 8.564)
H (5.215, -16.547, 13.810)
H (7.114, -15.665, 15.237)
H (8.147, -13.466, 14.579)
H (7.879, -12.683, 12.184)
C (4.731, -18.768, 7.681)
Si (3.198, -18.919, 8.758)
C (2.356, -20.678, 8.604)
C (3.810, -18.982, 10.581)
N (1.869, -17.699, 8.623)
C (1.601, -17.374, 7.262)
C (1.120, -18.329, 6.369)
C (1.318, -18.175, 4.988)
C (1.877, -16.970, 4.489)
C (2.192, -15.929, 5.384)
C (1.817, -16.050, 6.698)
O (1.896, -14.983, 7.578)
C (1.308, -13.778, 7.213)
C (0.124, -13.600, 6.446)
C (-0.598, -12.417, 6.476)
C (-0.155, -11.380, 7.251)
C (1.078, -11.398, 7.875)
C (1.818, -12.578, 7.791)
H (4.659, -19.372, 6.725)
H (5.623, -19.066, 8.261)
H (4.809, -17.703, 7.465)
H (1.964, -20.865, 7.563)
H (1.535, -20.705, 9.293)
H (3.112, -21.427, 8.827)
H (4.875, -19.171, 10.381)
H (3.530, -19.898, 11.035)
H (3.707, -18.139, 11.228)
H (0.554, -19.175, 6.729)
H (0.917, -18.909, 4.369)
H (1.958, -16.854, 3.424)
H (2.696, -15.042, 5.004)
H (-0.338, -14.534, 6.017)
H (-1.378, -12.307, 5.837)
H (-0.760, -10.456, 7.344)
H (1.492, -10.631, 8.468)
H (2.778, -12.521, 8.271)
N (-3.330, -23.360, 5.868)
C (-3.033, -22.197, 6.591)
C (-2.974, -20.944, 5.906)
C (-2.618, -19.810, 6.609)
C (-2.306, -19.843, 7.961)
C (-2.430, -21.073, 8.672)
C (-2.771, -22.205, 7.981)
S (-2.303, -18.369, 8.932)
O (-2.153, -17.320, 7.961)
O (-3.385, -18.332, 9.896)
N (-0.838, -18.432, 9.757)
C (-0.777, -18.981, 10.997)
N (0.393, -18.594, 11.538)
C (0.664, -19.008, 12.802)
C (-0.118, -20.006, 13.376)
C (-1.228, -20.441, 12.637)
N (-1.581, -19.816, 11.523)
H (-3.790, -23.128, 4.989)
H (-3.567, -24.248, 6.345)
H (-3.199, -20.908, 4.823)
H (-2.566, -18.811, 6.152)
H (-2.185, -21.074, 9.724)
H (-2.919, -23.181, 8.433)
H (1.489, -18.497, 13.314)
H (0.066, -20.483, 14.392)
H (-1.944, -21.147, 13.000)
Br (10.767, -19.458, 15.623)
C (10.346, -19.987, 13.880)
C (9.441, -21.028, 13.736)
C (8.873, -21.161, 12.476)
N (9.211, -20.404, 11.400)
C (10.286, -19.625, 11.541)
C (10.871, -19.341, 12.796)
H (9.144, -21.611, 14.615)
H (8.144, -21.937, 12.237)
H (10.627, -19.192, 10.623)
H (11.569, -18.494, 12.990)

Calculated values
⟨S²⟩: 3.78
Frontier orbital gap (spin up / spin down) in eV: 4.8 / 7.5
Highest occupied orbital energy (spin up / spin down) in eV: -5.09 / -7.60
Calculated total energy in eV: -183283.863
Net charge: 0
2S+1: 4
E_LUMO (spin up / spin down) in eV: -0.253 / -0.130